No. 1
The following is a DFT calculation (ωB97M-V/def2-TZVPD) of the molecule C5H12N2O in a non-equilibrium geometry.

```
20
C5H12N2O, DFT ωB97M-V/def2-TZVPD
C -0.759 -1.677 1.926
C -0.789 -0.251 1.387
C 0.285 0.038 0.336
C 1.210 1.208 0.703
N -0.319 0.155 -0.970
C 0.452 0.184 -2.100
N -0.250 0.418 -3.268
O 1.647 -0.030 -2.091
H -0.640 -2.450 1.173
H 0.111 -1.805 2.571
H -1.648 -1.836 2.544
H -0.698 0.426 2.237
H -1.768 0.008 0.975
H 0.971 -0.819 0.320
H 0.853 2.198 0.416
H 2.207 1.055 0.320
H 1.365 1.245 1.785
H -1.260 0.518 -1.000
H 0.261 0.796 -4.044
H -1.231 0.621 -3.221
```

For the HOMO energy, the calculation gives -9.46 eV. For the molecular weight, the calculation gives 116.2 g/mol. For the LUMO energy, the calculation gives 0.82 eV. The gap between HOMO and LUMO is 10.28 eV. The calculation puts the energy above the lowest of the compared OMol25 structures with the same formula, charge and spin at 0.254 eV.

No. 2
The following is a DFT calculation (ωB97M-V/def2-TZVPD) of a cluster of 2 separate species, C5H12N2O in total in a non-equilibrium geometry.

```
20
C5H12N2O, DFT ωB97M-V/def2-TZVPD
C -0.808 -0.702 1.509
C -0.039 -0.515 0.209
O -0.698 0.393 -0.687
C 1.414 -0.029 0.429
N 2.232 -0.873 1.278
N 2.063 0.020 -0.866
H -0.404 -1.532 2.087
H -1.854 -0.910 1.295
H -0.752 0.194 2.129
H 0.010 -1.462 -0.339
H -1.124 1.225 -0.259
H 1.359 0.956 0.933
H 2.350 -1.786 0.853
H 1.835 -0.984 2.202
H 2.979 0.445 -0.788
H 1.500 0.551 -1.521
C -2.141 0.731 -2.122
C -2.724 1.743 -1.711
H -1.914 -0.099 -2.746
H -3.283 2.634 -1.887
```

For the HOMO energy, the calculation gives -8.83 eV. For the molecular weight, the calculation gives 116.2 g/mol. For the LUMO energy, the calculation gives 1.00 eV. The gap between HOMO and LUMO is 9.83 eV. The calculation puts the energy above the lowest of the compared OMol25 structures with the same formula, charge and spin at 4.530 eV.

No. 3
The following is a DFT calculation (ωB97M-V/def2-TZVPD) of a structure of composition C5H12N2O in a non-equilibrium geometry.

```
20
C5H12N2O, DFT ωB97M-V/def2-TZVPD
C 1.108 0.164 0.442
C -1.421 0.332 -0.021
C 1.585 0.438 -1.895
C -1.750 0.391 1.462
N 1.289 -0.426 -0.757
N 1.227 -0.593 1.536
C -0.304 -1.041 -0.927
O -0.630 -1.201 -2.088
H 1.094 1.238 0.587
H 1.305 -1.591 1.402
H 0.940 -0.259 2.442
H -0.458 -1.816 -0.160
H -2.261 -0.092 -0.569
H -1.222 1.310 -0.463
H 0.959 1.338 -1.922
H 2.635 0.731 -1.870
H 1.439 -0.152 -2.798
H -1.712 -0.602 1.925
H -2.753 0.792 1.645
H -1.070 1.038 2.028
```

For the HOMO energy, the calculation gives -7.30 eV. For the molecular weight, the calculation gives 116.2 g/mol. For the LUMO energy, the calculation gives 0.47 eV. The gap between HOMO and LUMO is 7.77 eV. The calculation puts the energy above the lowest of the compared OMol25 structures with the same formula, charge and spin at 4.554 eV.

No. 4
The following is a DFT calculation (ωB97M-V/def2-TZVPD) of a cluster of 2 separate species, C5H12N2O in total in a non-equilibrium geometry.

```
20
C5H12N2O, DFT ωB97M-V/def2-TZVPD
C 1.441 -0.557 -1.019
C 2.447 -1.022 -0.025
C -1.659 -0.829 0.815
C -1.880 1.664 0.158
N 1.037 1.558 -0.051
C -1.012 0.451 0.368
O 0.560 -1.402 -1.558
N 0.272 0.502 0.196
H 0.251 -2.030 -0.888
H 0.471 2.418 -0.014
H 1.777 0.158 -1.758
H 3.297 -1.468 -0.554
H 2.794 -0.152 0.534
H 2.025 -1.752 0.665
H -2.928 1.375 0.088
H -2.316 -0.658 1.674
H -0.910 -1.560 1.128
H -2.275 -1.273 0.026
H -1.603 2.190 -0.763
H -1.789 2.387 0.979
```

For the HOMO energy (spin up / spin down), the calculation gives -6.72 / -6.72 eV. For the molecular weight, the calculation gives 116.2 g/mol. For the LUMO energy (spin up / spin down), the calculation gives 0.69 / 0.69 eV. The gap between HOMO and LUMO (spin up / spin down) is 7.41 / 7.41 eV. The calculation puts the energy above the lowest of the compared OMol25 structures with the same formula, charge and spin at 5.022 eV.

No. 5
The following is a DFT calculation (ωB97M-V/def2-TZVPD) of a structure of composition C5H12N2O in a non-equilibrium geometry.

```
20
C5H12N2O, DFT ωB97M-V/def2-TZVPD
C -0.146 0.364 -0.470
C 1.189 -0.131 -1.090
C -0.155 -1.403 1.312
C -0.258 1.885 -0.593
N -0.309 -0.016 0.929
N 1.217 -1.474 -1.658
C -1.543 0.810 2.098
O -2.581 1.117 1.681
H -0.970 -0.098 -1.036
H 0.547 -1.562 -2.413
H 1.001 -2.183 -0.970
H -0.202 0.708 2.013
H 1.468 0.558 -1.892
H 1.975 -0.057 -0.333
H -0.863 -2.038 0.767
H -0.388 -1.502 2.378
H 0.862 -1.782 1.161
H -1.195 2.250 -0.178
H -0.215 2.185 -1.641
H 0.565 2.371 -0.065
```

For the HOMO energy, the calculation gives -8.47 eV. For the molecular weight, the calculation gives 116.2 g/mol. For the LUMO energy, the calculation gives 0.88 eV. The gap between HOMO and LUMO is 9.35 eV. The calculation puts the energy above the lowest of the compared OMol25 structures with the same formula, charge and spin at 4.462 eV.

No. 6
The following is a DFT calculation (ωB97M-V/def2-TZVPD) of the molecule C5H12N2O.

```
20
C5H12N2O, DFT ωB97M-V/def2-TZVPD
C 0.206 -0.055 -0.611
C 1.545 0.356 -0.045
C -0.198 -1.517 -0.715
C -1.965 1.288 0.046
N -0.662 0.733 0.437
C 2.099 -0.235 1.143
O 0.039 0.603 -1.841
N 1.603 -0.968 2.090
H -0.666 0.172 -2.340
H -0.732 0.176 1.287
H 0.637 -1.249 1.906
H 2.256 0.685 -0.795
H 0.431 1.309 0.539
H 3.139 0.061 1.312
H -0.020 -2.055 0.213
H 0.409 -1.985 -1.491
H -1.255 -1.624 -0.985
H -1.817 1.968 -0.789
H -2.387 1.839 0.885
H -2.662 0.497 -0.246
```

For the HOMO energy, the calculation gives -7.36 eV. For the molecular weight, the calculation gives 116.2 g/mol. For the LUMO energy, the calculation gives 0.45 eV. The gap between HOMO and LUMO is 7.81 eV. The calculation puts the energy above the lowest of the compared OMol25 structures with the same formula, charge and spin at 4.199 eV.

No. 7
The following is a DFT calculation (ωB97M-V/def2-TZVPD) of a structure of composition C5H12N2O in a non-equilibrium geometry.

```
20
C5H12N2O, DFT ωB97M-V/def2-TZVPD
C -1.758 0.092 0.065
N -0.695 -0.827 0.312
C 0.272 -0.503 -2.438
C 0.894 0.281 -1.238
C 0.677 -0.271 0.182
C 0.761 0.488 1.463
N 2.404 0.950 1.700
O -2.914 -0.432 0.068
H -1.590 1.215 -0.138
H -0.915 -1.770 -0.064
H 0.611 -1.566 -2.376
H -0.865 -0.357 -2.353
H 0.634 0.042 -3.321
H 0.472 1.356 -1.298
H 2.041 0.383 -1.122
H 1.432 -1.175 0.212
H -0.034 1.266 1.371
H 1.478 1.478 1.155
H 2.377 1.286 2.638
H 0.628 -0.092 2.477
```

For the HOMO energy, the calculation gives -9.42 eV. For the molecular weight, the calculation gives 116.2 g/mol. For the LUMO energy, the calculation gives 0.78 eV. The gap between HOMO and LUMO is 10.21 eV. The calculation puts the energy above the lowest of the compared OMol25 structures with the same formula, charge and spin at 6.008 eV.

No. 8
The following is a DFT calculation (ωB97M-V/def2-TZVPD) of the molecule C5H12N2O in a non-equilibrium geometry.

```
20
C5H12N2O, DFT ωB97M-V/def2-TZVPD
C -0.487 1.286 -0.292
C 1.335 -0.246 0.374
C -0.595 1.265 1.193
C -1.808 1.116 -1.010
C 1.674 -0.580 -1.071
N -0.144 0.038 0.541
N -0.986 -1.079 0.676
O 1.677 -1.280 1.264
H 1.672 -2.113 0.792
H 1.855 0.663 0.696
H -0.626 -1.671 1.424
H -1.027 -1.605 -0.196
H 0.155 1.753 1.807
H -1.552 1.116 1.699
H -2.561 0.528 -0.463
H -1.643 0.647 -1.982
H -2.215 2.113 -1.181
H 1.371 0.259 -1.695
H 1.150 -1.476 -1.402
H 2.754 -0.735 -1.177
```

For the HOMO energy, the calculation gives -6.94 eV. For the molecular weight, the calculation gives 116.2 g/mol. For the LUMO energy, the calculation gives 0.62 eV. The gap between HOMO and LUMO is 7.56 eV. The calculation puts the energy above the lowest of the compared OMol25 structures with the same formula, charge and spin at 5.287 eV.

No. 9
The following is a DFT calculation (ωB97M-V/def2-TZVPD) of a cluster of 2 separate species, C5H12N2O in total in a non-equilibrium geometry.

```
20
C5H12N2O, DFT ωB97M-V/def2-TZVPD
O -1.877 1.823 1.088
C -0.835 2.480 1.047
C 0.315 2.170 0.294
C 0.400 1.033 -0.608
C 0.806 -0.263 0.154
C -0.346 -0.816 1.017
N -1.339 -1.421 0.147
N 0.865 -2.143 -1.687
H -0.806 3.410 1.630
H 1.142 2.859 0.436
H -0.589 0.833 -1.042
H 1.093 1.217 -1.437
H 1.057 -1.129 -0.629
H 1.679 -0.057 0.792
H 0.039 -1.568 1.714
H -0.839 0.026 1.517
H -0.889 -1.961 -0.591
H 0.676 -1.497 -2.446
H -1.956 -2.057 0.630
H 1.403 -2.940 -2.025
```

For the HOMO energy, the calculation gives -7.87 eV. For the molecular weight, the calculation gives 116.2 g/mol. For the LUMO energy, the calculation gives -3.17 eV. The gap between HOMO and LUMO is 4.71 eV. The calculation puts the energy above the lowest of the compared OMol25 structures with the same formula, charge and spin at 7.270 eV.

No. 10
The following is a DFT calculation (ωB97M-V/def2-TZVPD) of the molecule C5H12N2O in a non-equilibrium geometry.

```
20
C5H12N2O, DFT ωB97M-V/def2-TZVPD
C 0.506 1.754 1.543
C 1.341 0.655 0.851
C 2.688 1.252 0.508
C 0.725 0.207 -0.518
N -0.750 0.114 -0.446
C -1.301 -1.136 -0.628
N -2.676 -1.161 -0.740
O -0.677 -2.156 -0.865
H -0.008 2.444 0.858
H 0.998 2.351 2.296
H -0.267 1.192 2.078
H 1.463 -0.251 1.467
H 2.663 2.054 -0.242
H 3.325 0.427 0.095
H 3.276 1.606 1.352
H 0.853 1.003 -1.275
H 1.134 -0.727 -0.914
H -1.282 0.736 0.136
H -3.384 -0.563 -0.349
H -3.014 -2.092 -0.955
```

For the HOMO energy, the calculation gives -9.37 eV. For the molecular weight, the calculation gives 116.2 g/mol. For the LUMO energy, the calculation gives 0.83 eV. The gap between HOMO and LUMO is 10.20 eV. The calculation puts the energy above the lowest of the compared OMol25 structures with the same formula, charge and spin at 0.571 eV.

Number 1: electronic energy -10408.1704 eV. Number 2: electronic energy -10403.8938 eV. Number 3: electronic energy -10403.8696 eV. Number 4: electronic energy -10403.4025 eV. Number 5: electronic energy -10403.9622 eV. Number 6: electronic energy -10404.2246 eV. Number 7: electronic energy -10402.4157 eV. Number 8: electronic energy -10403.1365 eV. Number 9: electronic energy -10401.1544 eV. Number 10: electronic energy -10407.8534 eV.